1.
Here is an isolated molecule of C3H4N4 in a non-equilibrium geometry from the OMol25 dataset. Energies are from wB97M-V/def2-TZVPD.

molar mass: 96.1 g/mol
maximum force: 2.6 eV Å⁻¹
HOMO: -8.45 eV
HOMO-LUMO gap: 8.013 eV
energy above the lowest of the compared OMol25 structures with the same formula, charge and spin: 115.2 kcal/mol

Positions of all 11 atoms, in Å:
N -0.550 1.610 -1.008
C -0.041 0.512 -0.350
C -0.736 -0.303 0.533
N -0.109 -1.495 0.761
C 1.171 -1.827 0.379
N 1.868 -0.796 -0.172
N 1.274 0.277 -0.585
H -1.357 2.071 -0.619
H 0.159 2.230 -1.382
H -1.691 -0.031 0.985
H 0.012 -2.248 1.458

Forces on atoms 1 to 3 (eV/Å):
-0.1 0.0 0.1
-0.1 -0.2 0.1
0.4 -0.4 0.0

Want to see where the charge sits? The Mulliken charges in e are: -0.46 0.52 -0.33 -0.06 -0.41 -0.34 -0.17 0.22 0.27 0.35 0.42


2.
Here is a cluster of 15 separate species, C45H120O15 in total in a non-equilibrium geometry from the OMol25 dataset. Energies are from wB97M-V/def2-TZVPD.

molar mass: 901.4 g/mol
maximum force: 1.2 eV Å⁻¹
HOMO: -9.50 eV
HOMO-LUMO gap: 9.470 eV
energy above the lowest of the compared OMol25 structures with the same formula, charge and spin: 0.0 kcal/mol

Positions of all 180 atoms, in Å:
C -3.777 -1.698 -0.765
C -3.890 -1.779 -2.281
C -2.693 -1.131 -2.952
O -4.047 -3.134 -2.701
H -2.849 -2.170 -0.421
H -4.601 -2.220 -0.276
H -3.783 -0.654 -0.439
H -4.806 -1.268 -2.589
H -2.711 -1.205 -4.039
H -1.754 -1.566 -2.593
H -2.652 -0.061 -2.707
H -3.173 -3.553 -2.652
C -1.888 0.060 4.309
C -3.214 0.637 3.895
C -3.525 0.359 2.433
O -4.218 0.079 4.743
H -1.037 0.583 3.864
H -1.808 -1.001 4.066
H -1.709 0.161 5.383
H -3.146 1.720 4.054
H -4.445 0.889 2.164
H -3.632 -0.700 2.209
H -2.756 0.789 1.783
H -5.070 0.448 4.494
C -2.703 -3.596 2.661
C -2.370 -4.669 3.681
C -1.278 -5.621 3.229
O -1.861 -4.060 4.879
H -3.319 -2.807 3.098
H -3.219 -4.000 1.786
H -1.793 -3.117 2.281
H -3.252 -5.275 3.915
H -0.362 -5.115 2.920
H -1.643 -6.235 2.404
H -1.018 -6.263 4.072
H -2.500 -3.455 5.270
C 2.026 -4.602 -5.686
C 1.726 -4.207 -4.264
C 0.943 -2.902 -4.179
O 0.978 -5.244 -3.589
H 1.085 -4.789 -6.204
H 2.646 -5.498 -5.725
H 2.551 -3.787 -6.186
H 2.651 -4.001 -3.706
H 0.199 -2.839 -4.977
H 1.620 -2.059 -4.344
H 0.509 -2.755 -3.191
H 1.588 -5.956 -3.378
C 1.115 -2.008 4.646
C 1.599 -3.446 4.669
C 3.039 -3.527 5.133
O 0.829 -4.195 5.602
H 1.661 -1.376 3.941
H 1.192 -1.573 5.644
H 0.060 -2.010 4.366
H 1.523 -3.880 3.661
H 3.417 -4.553 5.106
H 3.142 -3.140 6.145
H 3.685 -2.970 4.448
H -0.095 -4.161 5.302
C 2.685 0.704 -3.362
C 3.656 -0.286 -2.750
C 4.931 0.370 -2.257
O 2.968 -0.892 -1.638
H 3.158 1.333 -4.112
H 2.281 1.336 -2.565
H 1.828 0.170 -3.772
H 3.883 -1.086 -3.463
H 5.667 -0.374 -1.945
H 4.722 1.009 -1.395
H 5.388 0.986 -3.035
H 3.382 -1.750 -1.447
C -1.681 3.573 2.433
C -2.675 3.981 1.354
C -2.949 5.470 1.410
O -2.155 3.615 0.061
H -0.723 4.060 2.243
H -1.545 2.496 2.509
H -2.096 3.936 3.378
H -3.598 3.402 1.453
H -2.037 6.012 1.148
H -3.247 5.763 2.416
H -3.711 5.736 0.678
H -1.218 3.877 0.074
C 3.584 -4.566 1.272
C 3.455 -3.238 0.562
C 4.108 -2.145 1.364
O 4.145 -3.270 -0.721
H 4.604 -4.765 1.592
H 3.151 -5.377 0.681
H 2.968 -4.499 2.174
H 2.407 -2.981 0.391
H 3.669 -2.113 2.365
H 3.915 -1.158 0.940
H 5.180 -2.311 1.456
H 4.132 -4.171 -1.055
C -0.139 1.149 -0.607
C 0.554 0.446 0.542
C 0.252 -1.034 0.573
O 1.963 0.681 0.490
H -1.219 0.984 -0.541
H 0.182 0.739 -1.570
H 0.028 2.221 -0.554
H 0.196 0.955 1.445
H -0.819 -1.237 0.687
H 0.831 -1.561 1.332
H 0.472 -1.467 -0.412
H 2.361 0.217 -0.271
C 1.962 4.544 5.739
C 2.081 3.754 4.453
C 1.291 2.454 4.439
O 1.655 4.611 3.389
H 0.953 4.954 5.835
H 2.680 5.359 5.769
H 2.076 3.863 6.586
H 3.144 3.524 4.279
H 1.471 1.864 5.340
H 1.589 1.841 3.583
H 0.221 2.663 4.360
H 1.718 4.085 2.578
C -1.574 -6.631 -1.594
C -1.631 -5.137 -1.348
C -0.517 -4.656 -0.434
O -1.526 -4.421 -2.592
H -2.288 -6.904 -2.369
H -1.778 -7.195 -0.683
H -0.568 -6.900 -1.929
H -2.613 -4.891 -0.941
H 0.457 -4.573 -0.912
H -0.485 -5.316 0.438
H -0.780 -3.663 -0.054
H -0.710 -4.683 -3.044
C -1.364 2.018 -7.120
C -1.621 1.879 -5.636
C -0.530 1.100 -4.908
O -1.728 3.189 -5.070
H -0.398 2.476 -7.345
H -2.132 2.653 -7.564
H -1.389 1.037 -7.598
H -2.589 1.371 -5.530
H -0.471 0.077 -5.302
H -0.779 1.015 -3.850
H 0.443 1.563 -5.070
H -2.225 3.090 -4.245
C 1.065 4.050 -2.331
C 0.825 5.100 -1.264
C -0.302 6.040 -1.639
O 0.543 4.479 0.007
H 1.832 3.338 -2.010
H 1.433 4.502 -3.253
H 0.151 3.484 -2.530
H 1.768 5.657 -1.165
H -0.501 6.751 -0.839
H -1.213 5.449 -1.770
H -0.032 6.532 -2.570
H 1.381 4.111 0.330
C 4.199 4.995 0.670
C 3.939 3.506 0.541
C 4.992 2.668 1.263
O 2.643 3.256 1.095
H 3.276 5.576 0.640
H 4.871 5.391 -0.093
H 4.668 5.214 1.633
H 3.924 3.191 -0.513
H 4.678 1.622 1.309
H 5.129 3.029 2.284
H 5.952 2.738 0.748
H 2.486 2.289 1.068
C -5.067 2.117 -1.592
C -4.320 2.949 -2.614
C -4.596 4.430 -2.381
O -2.911 2.729 -2.509
H -5.075 1.050 -1.805
H -6.095 2.475 -1.492
H -4.614 2.256 -0.604
H -4.582 2.692 -3.641
H -4.030 5.052 -3.081
H -4.295 4.731 -1.374
H -5.643 4.717 -2.511
H -2.612 2.984 -1.622

Forces on atoms 1 to 3 (eV/Å):
0.0 0.1 0.1
0.1 -0.4 -0.1
0.2 0.6 0.1

Results of the Mulliken charge analysis, in e, for atoms 1 through 99: 0.15 -0.11 0.48 -0.68 -0.56 0.55 -0.08 0.30 0.44 -0.26 -0.42 0.27 0.05 0.52 -0.24 -0.62 -0.21 -0.69 0.52 0.11 0.57 0.14 -0.51 0.38 -0.62 0.49 -1.10 -0.62 0.42 0.43 -0.27 0.27 -0.08 0.39 0.41 0.31 -1.60 1.04 -1.16 -0.55 0.38 0.41 0.37 0.03 0.58 0.26 -0.11 0.31 -0.21 1.98 -1.50 -0.68 0.04 0.44 -0.46 -0.84 0.37 0.42 0.30 0.32 0.17 0.67 -1.84 -0.02 0.70 -0.71 -0.46 0.54 0.41 0.14 0.47 -0.12 -1.19 0.59 -1.63 1.00 0.68 -0.62 0.68 0.28 0.18 0.44 0.39 -0.87 -1.28 1.92 -0.33 -0.61 0.36 0.48 0.09 -0.84 -0.37 -0.48 0.54 0.32 0.49 1.54 -0.03


3.
Here is an isolated molecule of C21H24N2O3 from the OMol25 dataset. Energies are from wB97M-V/def2-TZVPD.

SMILES: C[C@H](CNC(=O)CCC(=O)N1CCOc2ccccc21)c1ccccc1
molar mass: 352.4 g/mol
maximum force: 0.7 eV Å⁻¹
HOMO: -8.43 eV
HOMO-LUMO gap: 9.005 eV
energy above the lowest of the compared OMol25 structures with the same formula, charge and spin: 14.6 kcal/mol

Positions of all 50 atoms, in Å:
C 1.728 3.080 2.508
C 1.207 1.725 2.024
C 2.030 0.594 2.652
N 1.628 -0.692 2.132
C 1.083 -1.658 2.900
O 1.052 -1.620 4.110
C 0.533 -2.834 2.098
C -0.959 -2.605 1.805
C -1.236 -1.372 0.956
O -1.421 -0.288 1.469
N -1.316 -1.559 -0.397
C -0.752 -2.684 -1.112
C 0.239 -2.124 -2.136
O -0.436 -1.360 -3.101
C -1.427 -0.556 -2.608
C -2.035 0.307 -3.513
C -3.045 1.153 -3.104
C -3.458 1.141 -1.781
C -2.874 0.273 -0.879
C -1.854 -0.585 -1.275
C 1.211 1.690 0.513
C 0.089 2.143 -0.171
C 0.057 2.162 -1.553
C 1.142 1.704 -2.281
C 2.265 1.247 -1.613
C 2.303 1.251 -0.228
H 2.756 3.228 2.182
H 1.121 3.885 2.100
H 1.695 3.133 3.593
H 0.169 1.602 2.350
H 3.100 0.746 2.470
H 1.866 0.563 3.731
H 1.520 -0.734 1.130
H 0.630 -3.732 2.709
H 1.111 -2.965 1.181
H -1.454 -2.424 2.761
H -1.401 -3.495 1.353
H -0.245 -3.372 -0.442
H -1.548 -3.220 -1.645
H 0.749 -2.924 -2.679
H 0.985 -1.501 -1.621
H -1.688 0.294 -4.534
H -3.508 1.820 -3.814
H -4.246 1.800 -1.451
H -3.207 0.256 0.145
H -0.771 2.476 0.389
H -0.820 2.528 -2.064
H 1.113 1.701 -3.360
H 3.119 0.890 -2.170
H 3.201 0.912 0.269

Forces on atoms 1 to 3 (eV/Å):
-0.1 -0.2 0.0
0.2 0.1 0.2
-0.1 0.2 0.0

Want to see where the charge sits? The Mulliken charges in e are: -1.70 0.80 -1.71 0.14 0.56 -0.69 -0.46 -1.25 0.59 -0.55 0.36 -0.75 -0.38 -0.47 0.10 -0.49 -0.59 -0.71 -0.66 0.88 0.18 -0.31 -0.56 -0.56 -0.97 0.11 0.36 0.39 0.46 0.34 0.24 0.56 0.08 0.43 0.32 0.49 0.40 0.54 0.18 0.40 0.10 0.45 0.38 0.40 0.47 0.34 0.64 0.39 0.43 0.31


4.
Here is a structure of composition C49H57F3N5OPd in a non-equilibrium geometry from the OMol25 dataset. Energies are from wB97M-V/def2-TZVPD.

molar mass: 895.4 g/mol
multiplicity: 5
net charge: +1
maximum force: 4.7 eV Å⁻¹
HOMO (spin up / spin down): -7.46 / -10.48 eV
HOMO-LUMO gap (spin up / spin down): 4.542 / 5.313 eV

Positions of all 116 atoms, in Å:
Pd -0.740 -0.484 -0.335
C -3.601 -5.729 -0.414
C -2.157 -5.873 -0.988
C -1.511 -4.559 -1.369
C -1.067 -4.065 -2.545
C -1.010 -4.732 -3.880
C -2.113 -4.305 -4.823
C -0.592 -2.735 -2.357
C 0.009 -1.922 -3.300
C 0.145 -0.518 -3.278
C -0.061 0.328 -4.349
C -0.542 -0.123 -5.684
C -2.034 0.066 -5.994
C 0.023 1.659 -3.908
C 0.068 1.534 -2.431
C 0.253 2.614 -1.509
C 0.194 2.479 -0.169
N -0.190 1.184 0.654
C -1.241 1.828 1.571
C -2.311 1.205 2.198
C -2.546 -0.177 2.166
N -2.025 -0.974 1.177
C -2.202 -2.263 1.617
C -1.774 -3.445 0.911
C -1.390 -3.454 -0.398
N -0.869 -2.354 -1.051
C -3.079 -2.290 2.752
C -3.276 -0.970 3.159
C -4.124 -0.437 4.220
C -3.276 0.550 5.043
C -3.423 -3.533 3.416
C -2.535 -3.912 4.586
C -0.938 3.219 1.754
C 0.438 3.415 1.083
C 0.902 4.802 0.561
C -0.138 5.553 -0.250
C -1.695 4.095 2.675
C -2.840 5.036 2.193
N 0.136 0.225 -2.075
C 0.121 2.933 -4.687
C -1.010 3.831 -4.260
H -4.217 -6.602 -0.630
H -4.058 -4.817 -0.816
H -3.587 -5.613 0.691
H -2.189 -6.454 -1.894
H -1.582 -6.407 -0.226
H -1.068 -5.813 -3.633
H -0.056 -4.532 -4.385
H -3.137 -4.252 -4.457
H -2.138 -4.993 -5.653
H -1.942 -3.332 -5.294
H 0.190 -2.475 -4.195
H -0.274 -1.147 -5.795
H 0.067 0.414 -6.425
H -2.551 -0.202 -5.092
H -2.365 -0.512 -6.821
H -2.311 1.094 -6.243
H 0.633 3.534 -1.922
H -3.049 1.802 2.698
H -1.830 -4.308 1.592
H -4.266 -1.344 4.892
H -5.049 -0.019 3.836
H -3.887 0.800 5.929
H -3.170 1.539 4.533
H -2.341 0.087 5.340
H -3.540 -4.308 2.673
H -4.454 -3.500 3.718
H -1.443 -3.789 4.330
H -2.682 -5.007 4.841
H -2.853 -3.321 5.461
H 1.760 4.578 -0.088
H 1.310 5.435 1.332
H -0.892 6.059 0.364
H -0.631 4.887 -0.935
H 0.384 6.341 -0.809
H -0.960 4.806 3.127
H -2.074 3.430 3.416
H -3.571 5.103 3.020
H -3.393 4.682 1.333
H -2.531 6.051 1.970
H -0.031 2.671 -5.735
H 1.040 3.448 -4.631
H -1.960 3.259 -4.178
H -1.118 4.560 -5.058
H -0.812 4.373 -3.308
C 3.196 -3.393 0.319
N 4.303 -3.084 -0.295
C 5.619 -3.728 -0.014
C 4.241 -2.107 -1.453
C 4.974 -0.874 -1.027
O 3.728 -2.403 -2.510
H 3.120 -3.996 1.257
H 2.279 -2.894 0.048
H 1.317 0.401 2.058
H 5.649 -4.066 1.009
H 6.390 -2.974 -0.205
H 5.836 -4.495 -0.777
H 4.758 0.025 -1.598
H 6.077 -1.014 -1.067
H 4.655 -0.585 0.009
F 7.626 2.841 2.835
C 6.791 3.821 3.303
F 7.158 4.989 2.682
F 7.025 3.985 4.646
C 5.347 3.431 3.029
C 4.427 4.485 2.985
C 3.088 4.263 2.706
C 2.644 2.954 2.414
C 3.522 1.887 2.643
C 4.839 2.135 3.002
C 1.377 2.505 1.855
C 0.913 1.257 1.693
H 4.722 5.500 3.244
H 2.383 5.100 2.781
H 3.158 0.876 2.590
H 5.483 1.248 3.279

Forces on atoms 1 to 3 (eV/Å):
0.4 -0.6 0.2
0.4 0.6 0.4
-0.4 0.5 0.1

Results of the Mulliken charge analysis, in e, for atoms 1 through 99: 1.21 -0.98 -0.88 0.13 1.14 -1.00 -1.01 -0.07 -0.98 0.15 0.17 -1.06 -1.44 0.32 -0.44 -0.10 -0.69 0.22 -0.28 -1.22 -0.61 -0.34 0.19 -0.77 -0.83 -0.17 0.56 0.44 -0.48 -1.02 -1.07 -1.12 0.14 2.44 -0.82 -1.28 -1.08 -1.52 -0.77 -0.88 -0.99 0.43 0.36 0.07 0.35 0.42 0.42 0.44 0.33 0.43 0.15 0.61 0.41 0.54 0.37 0.44 0.34 1.29 1.58 0.95 0.35 0.34 0.44 0.23 0.34 -0.03 0.53 0.28 0.39 0.36 0.47 0.31 0.24 0.30 0.44 0.28 0.73 0.40 0.33 0.46 0.29 0.45 0.32 0.44 0.16 -0.49 0.26 -0.78 0.44 -1.05 -0.54 0.21 0.14 0.98 0.32 0.25 0.28 0.38 0.32